1.
Entry from the Open Molecules 2025 dataset: C47H47N5O5S2SiW as an isolated structure (ωB97M-V/def2-TZVPD).

```
! RIJCOSX wB97M-V def2-TZVPD def2/J DEFGRID3
* xyz 0 3
W 0.536 -0.084 -0.227
S 3.629 -4.258 -1.547
S 2.429 2.267 0.268
Si -0.910 -2.832 0.814
O 1.824 -1.529 0.186
O 2.757 3.401 -0.536
O 2.918 0.941 -0.097
O 3.897 -4.006 -2.931
O 3.514 -5.609 -1.092
N 0.869 1.962 0.396
N 2.296 -3.379 -1.086
N 0.505 0.611 -2.227
N 0.201 -0.552 2.271
N -1.444 0.864 0.174
C 1.486 -1.178 4.377
C 2.322 3.232 2.863
C -1.310 4.966 0.768
C -5.339 -4.408 0.875
C 4.341 2.097 2.176
C -1.436 2.213 0.452
C 3.061 2.560 1.902
C 6.093 -1.614 1.104
C 2.719 -0.574 -2.774
C 0.157 -5.370 0.153
C -4.742 -4.014 2.064
C 1.566 0.318 -3.090
C -0.309 0.617 3.032
C -0.414 0.401 4.538
C -3.817 0.882 0.540
C -1.701 1.974 -2.570
C -4.625 -4.325 -0.312
C 6.136 -3.539 -0.364
C -2.698 -3.447 0.880
C 0.943 0.033 5.121
C 1.650 -6.680 1.501
C -2.527 4.350 0.845
C 4.727 -1.448 0.909
C 2.641 -2.425 -0.301
C 4.880 2.303 3.436
C 4.079 -2.349 0.083
C -3.826 2.232 0.741
C -0.173 2.861 0.472
C -0.398 1.364 -2.986
C 1.686 -5.663 2.440
C 0.091 1.521 -4.255
C 1.338 0.866 -4.321
C 2.870 3.432 4.122
C 6.788 -2.645 0.480
C 1.505 -0.939 2.870
C 4.145 2.966 4.410
C -3.436 -3.542 2.062
C -3.323 -3.846 -0.305
C 4.781 -3.362 -0.539
C 0.879 -6.533 0.356
C -0.121 4.229 0.593
C 0.177 -4.331 1.086
C -2.610 2.946 0.690
C 0.948 -4.503 2.235
C -0.660 -1.847 -0.753
C -2.608 0.239 0.235
C -0.794 -1.659 2.317
H 4.567 3.122 5.394
H -2.617 -0.817 0.021
H 3.457 -0.473 -3.570
H -5.292 -4.079 2.994
H 2.231 -7.581 1.651
H 7.852 -2.748 0.646
H -1.285 0.887 2.636
H -2.786 -3.775 -1.245
H 0.000 -2.382 -1.445
H -0.410 2.068 -5.039
H -3.434 4.917 1.005
H 1.633 0.875 4.993
H 2.285 -5.770 3.336
H 0.978 -3.731 2.995
H -4.748 2.764 0.937
H 6.628 -0.928 1.749
H 5.877 1.945 3.659
H 0.374 1.446 2.837
H 2.000 0.779 -5.168
H -1.243 6.042 0.854
H 0.871 -0.164 6.192
H 2.297 3.951 4.879
H -1.782 -1.187 2.353
H 4.185 -0.637 1.371
H -4.720 0.290 0.576
H 1.869 -1.821 2.355
H -0.803 1.318 4.987
H 2.509 -1.406 4.687
H 3.226 -0.328 -1.840
H 1.326 3.594 2.642
H 6.669 -4.336 -0.863
H -0.421 -5.266 -0.759
H 4.901 1.574 1.411
H -1.141 -0.387 4.755
H 0.888 -2.061 4.621
H 2.198 -0.120 2.649
H -0.724 -2.221 3.254
H -2.406 1.268 -2.127
H -2.171 2.356 -3.475
H -1.593 -1.685 -1.294
H -5.083 -4.632 -1.244
H -2.991 -3.253 3.008
H 0.831 4.741 0.544
H 2.421 -1.622 -2.750
H -6.356 -4.780 0.874
H -1.588 2.827 -1.898
H 0.867 -7.313 -0.393
*
```

The total energy is -3622.1950 hartree. The value obtained for the frontier orbital gap (spin up / spin down) is 5.838 / 5.652 eV. Its max |F| is 0.012 Eh/bohr. The highest occupied orbital energy (spin up / spin down) comes out at -6.70 / -6.68 eV. The energy above the lowest of the compared OMol25 structures with the same formula, charge and spin is 0.000 eV.

2.
Entry from the Open Molecules 2025 dataset: a 8-piece molecular cluster, C47H47NO14 overall in a non-equilibrium geometry (ωB97M-V/def2-TZVPD).

```
! RIJCOSX wB97M-V def2-TZVPD def2/J DEFGRID3
* xyz 0 1
O 26.941 -21.694 -11.468
O 23.654 -31.140 -8.596
O 18.777 -19.891 -6.283
O 26.754 -19.571 -1.959
O 23.362 -26.789 -7.744
O 21.892 -24.137 -10.753
O 23.709 -21.537 -8.087
O 24.222 -17.466 -9.053
O 24.829 -25.955 -5.490
O 20.130 -27.938 -5.937
O 22.019 -22.672 -1.887
O 25.554 -24.408 -12.303
O 20.289 -19.105 -12.463
O 26.285 -21.851 -7.066
N 25.667 -31.077 -12.101
C 19.872 -20.312 -6.699
C 22.732 -25.244 -4.519
C 22.004 -24.480 -3.537
C 25.072 -25.112 -11.221
C 22.509 -21.269 -7.699
C 22.655 -23.468 -2.775
C 24.007 -26.252 -8.786
C 21.433 -22.935 -11.204
C 27.368 -21.885 -4.816
C 19.822 -21.109 -11.305
C 20.282 -22.437 -10.817
C 23.997 -26.944 -10.058
C 24.005 -23.209 -3.037
C 26.557 -20.307 -3.115
C 20.729 -28.779 -7.924
C 26.799 -30.087 -14.613
C 22.051 -21.555 -6.438
C 25.144 -20.200 -11.361
C 21.919 -29.501 -5.907
C 22.913 -30.172 -6.620
C 21.806 -20.910 -12.470
C 22.668 -30.377 -7.983
C 24.124 -25.115 -4.639
C 27.088 -31.321 -14.091
C 21.001 -28.716 -6.565
C 21.585 -29.857 -8.590
C 24.550 -26.334 -11.186
C 25.113 -24.358 -10.025
C 24.940 -18.504 -9.671
C 22.285 -22.157 -12.013
C 26.938 -19.942 -9.788
C 25.805 -29.324 -13.930
C 24.731 -24.093 -3.881
C 26.382 -21.502 -5.748
C 25.717 -19.828 -3.969
C 26.375 -20.701 -10.860
C 20.565 -20.351 -12.127
C 26.129 -18.890 -9.139
C 24.346 -19.205 -10.725
C 24.481 -24.960 -8.691
C 27.491 -21.309 -3.447
C 26.590 -31.728 -12.897
C 21.606 -20.434 -8.503
C 20.661 -21.189 -5.832
C 20.410 -19.928 -8.057
C 25.326 -29.860 -12.683
C 25.527 -20.389 -5.307
H 27.346 -19.906 -1.245
H 22.724 -22.120 -5.758
H 20.089 -19.314 -8.741
H 19.585 -23.176 -10.307
H 24.488 -16.990 -8.381
H 19.932 -28.311 -8.379
H 24.656 -26.723 -12.172
H 26.856 -32.678 -12.658
H 27.872 -32.075 -14.422
H 24.495 -26.212 -6.364
H 22.034 -25.909 -5.084
H 25.116 -19.005 -3.696
H 22.105 -29.426 -4.851
H 22.470 -22.051 -1.609
H 24.596 -22.416 -2.539
H 27.703 -20.546 -9.342
H 24.741 -19.955 -5.931
H 18.898 -20.141 -5.289
H 25.707 -23.831 -3.991
H 26.576 -18.524 -8.114
H 27.783 -21.784 -11.193
H 23.274 -22.511 -12.385
H 20.349 -21.449 -4.802
H 25.828 -23.604 -12.161
H 23.500 -28.079 -10.180
H 21.454 -30.121 -9.638
H 19.779 -18.588 -11.933
H 24.728 -29.169 -12.144
H 22.557 -20.431 -12.936
H 23.811 -21.074 -8.934
H 24.556 -30.826 -8.534
H 25.403 -21.345 -7.347
H 24.500 -24.461 -7.643
H 18.933 -20.969 -10.705
H 25.504 -23.227 -9.650
H 23.263 -18.935 -11.037
H 25.731 -28.234 -14.325
H 24.489 -20.761 -12.246
H 20.899 -24.552 -3.691
H 22.888 -27.519 -7.996
H 22.684 -24.038 -10.563
H 27.338 -29.603 -15.561
H 21.959 -20.325 -9.515
H 23.769 -30.668 -6.281
H 28.034 -22.545 -4.899
H 28.328 -21.714 -2.669
H 19.702 -27.190 -6.344
*
```

Its SMILES is Oc1ccc(O)cc1.Oc1ccc(O)cc1.Oc1ccc(O)cc1.Oc1ccc(O)cc1.Oc1ccc(O)cc1.Oc1ccc(O)cc1.Oc1ccc(O)cc1.c1ccncc1. The total energy is -2926.7325 hartree. The value obtained for the frontier orbital gap is 8.146 eV. Its max |F| is 0.261 Eh/bohr. The highest occupied orbital energy comes out at -7.75 eV. The energy above the lowest of the compared OMol25 structures with the same formula, charge and spin is 2.578 eV.

3.
Entry from the Open Molecules 2025 dataset: C47H47NP2Re as an isolated structure in a non-equilibrium geometry (ωB97M-V/def2-TZVPD).

```
! RIJCOSX wB97M-V def2-TZVPD def2/J DEFGRID3
* xyz 2 4
Re 1.033 -1.324 -1.519
P 2.904 -3.255 -5.866
P 4.715 -3.576 -4.292
N 0.455 0.539 -0.396
C 9.089 -4.832 -5.129
C 5.879 -2.189 -0.100
C 2.840 -4.976 -5.299
C 0.131 -3.771 -5.920
C 0.319 -2.959 -2.537
C -0.424 -1.315 -7.152
C -1.400 -2.316 -7.099
C 1.403 -2.895 0.003
C 2.925 2.057 2.635
C -1.060 2.233 0.568
C 6.273 -3.456 -0.544
C 0.488 -2.014 0.659
C 6.731 -5.412 -5.243
C 6.386 -4.087 -4.922
C 1.155 -2.833 -6.126
C 4.571 -4.256 -10.168
C 0.976 -4.278 -0.486
C 1.634 -0.374 -3.203
C 5.162 -3.049 -2.629
C 4.793 -1.771 -2.209
C 1.357 0.868 0.644
C -1.003 -2.056 0.598
C 8.736 -3.474 -5.061
C 3.261 -3.794 -10.017
C 3.462 1.812 1.366
C -3.409 2.189 -0.001
C 1.662 1.555 2.974
C -0.773 1.219 -0.389
C -1.816 0.896 -1.301
C 2.701 1.195 0.369
C 8.078 -5.789 -5.275
C -1.138 -3.525 -6.440
C -3.112 1.380 -1.109
C -0.790 -2.197 -1.920
C 3.777 -5.105 -4.305
C 0.852 -1.561 -6.645
C 5.204 -1.317 -0.962
C 5.428 -4.209 -9.063
C -1.541 -2.686 -0.695
C 0.700 -4.319 -1.997
C 0.901 0.934 1.993
C 7.395 -3.101 -4.993
C 3.598 -3.440 -7.621
C 4.958 -3.737 -7.835
C -2.377 2.598 0.846
C 5.983 -3.871 -1.842
C 2.780 -3.400 -8.763
H 0.335 -4.683 -5.363
H 2.598 -3.759 -10.884
H 4.924 -4.656 -11.123
H 0.103 -4.639 0.079
H -1.583 0.263 -2.156
H -0.081 0.520 2.238
H 1.746 -3.067 -8.681
H 5.675 -3.607 -7.028
H -0.088 -5.053 -2.238
H 2.472 -2.799 0.288
H 10.143 -5.127 -5.100
H -1.917 -4.283 -6.333
H 6.463 -4.541 -9.172
H 6.376 -4.798 -2.254
H 6.121 -1.870 0.915
H 1.891 -1.096 -4.000
H 9.513 -2.710 -5.052
H -1.453 -1.688 -2.628
H 4.193 -1.160 -2.879
H -1.408 -1.033 0.679
H 0.819 0.290 -3.551
H 0.897 -1.438 1.501
H -0.645 -0.341 -7.587
H -2.598 -2.402 -0.808
H 3.492 2.614 3.383
H 7.127 -2.046 -4.954
H 1.782 -4.991 -0.249
H -0.259 2.703 1.142
H 0.396 -2.882 -3.627
H 8.336 -6.841 -5.405
H 2.189 -5.739 -5.735
H 2.512 0.251 -2.936
H -4.431 2.512 0.186
H 6.821 -4.130 0.106
H -1.528 -3.778 -0.631
H 4.481 2.124 1.134
H 1.269 1.647 3.994
H -2.608 3.202 1.724
H 1.617 -0.787 -6.639
H -2.381 -2.148 -7.564
H 5.958 -6.160 -5.424
H 5.002 -0.282 -0.675
H -1.384 -2.570 1.494
H 1.608 -4.669 -2.508
H 4.006 -5.945 -3.644
H 3.088 1.000 -0.642
H -3.894 1.127 -1.819
*
```

The total energy is -2634.1466 hartree. The value obtained for the frontier orbital gap (spin up / spin down) is 5.722 / 6.254 eV. Its max |F| is 0.056 Eh/bohr. The highest occupied orbital energy (spin up / spin down) comes out at -12.01 / -13.10 eV. The energy above the lowest of the compared OMol25 structures with the same formula, charge and spin is 0.472 eV.

4.
Entry from the Open Molecules 2025 dataset: C47H48BrI2N6NaO5S2Si as an isolated structure (ωB97M-V/def2-TZVPD).

```
! RIJCOSX wB97M-V def2-TZVPD def2/J DEFGRID3
* xyz 0 1
I -1.019 -2.311 -3.329
I -3.730 -2.961 -3.773
Br 0.032 5.797 -3.511
S -4.141 0.257 0.231
S 1.369 -2.605 -0.667
Si 4.888 -2.290 -1.177
Na -1.205 -0.930 -0.485
O -0.395 -4.003 2.650
O 0.805 0.539 -0.703
O -3.330 -0.817 -0.424
O -1.304 0.924 -2.107
O 0.024 3.046 2.519
N 3.725 3.609 -0.067
N 1.230 -1.540 -3.084
N -1.372 -2.906 0.941
N -0.508 -0.469 2.068
N -1.387 2.004 1.097
N 3.118 1.518 0.366
C 5.609 -3.748 -2.113
C -4.090 -4.034 0.951
C 6.193 1.538 2.451
C 0.089 0.644 2.488
C -4.620 -5.826 -1.094
C -0.429 1.944 -2.099
C -1.586 3.446 0.857
C 6.195 -0.940 -1.100
C 6.568 2.864 2.188
C -5.257 3.745 1.750
C 4.288 1.799 1.056
C 1.651 -0.561 3.815
C -1.611 -4.327 0.659
C -3.910 3.432 1.814
C 0.718 1.734 -1.294
C 5.057 0.988 1.890
C -0.805 4.111 2.002
C -5.756 4.443 0.656
C -0.612 3.133 -2.772
C -3.308 -5.521 -0.758
C -3.046 3.809 0.790
C -0.485 1.910 1.980
C -5.667 -5.236 -0.406
C 4.681 3.115 0.797
C -0.036 -1.627 2.522
C 3.861 -0.899 -3.335
C 1.640 2.779 -1.148
C 3.464 -1.635 -2.232
C 4.515 -2.835 0.572
C -4.131 -0.111 1.983
C -1.165 -5.019 1.961
C -5.399 -4.337 0.619
C 5.824 3.675 1.355
C 2.953 -0.438 -4.290
C 2.066 -1.902 -2.072
C 1.648 -0.822 -4.129
C -2.488 1.072 -2.888
C 1.174 0.654 3.352
C -3.549 4.510 -0.296
C 1.039 -1.727 3.400
C -5.837 -0.207 -0.114
C -0.677 -2.853 1.993
C -4.901 4.826 -0.365
C 1.424 3.998 -1.815
C 2.813 2.616 -0.288
C 0.324 4.154 -2.612
C -3.034 -4.628 0.268
H -6.012 -0.019 -1.172
H -6.520 0.394 0.489
H -4.820 -6.509 -1.909
H 5.828 -0.078 -0.551
H -3.083 -0.100 2.282
H -6.809 4.688 0.603
H -2.489 -5.960 -1.317
H 0.885 -0.567 -4.856
H -6.218 -3.872 1.156
H 6.125 4.694 1.147
H 3.255 0.161 -5.137
H -5.922 3.448 2.552
H 7.468 3.256 2.643
H 6.817 0.934 3.096
H -2.237 1.188 -3.944
H 1.624 1.591 3.645
H 7.086 -1.312 -0.587
H -4.684 0.666 2.512
H 5.927 -3.458 -3.117
H 2.497 -0.594 4.490
H -1.126 3.682 -0.105
H 3.846 -3.694 0.583
H 2.126 4.815 -1.718
H -5.285 5.372 -1.217
H -2.880 4.802 -1.098
H -3.066 1.931 -2.536
H -0.944 -4.581 -0.171
H -2.015 -5.281 2.594
H -1.480 3.292 -3.394
H -6.691 -5.466 -0.673
H 1.373 -2.700 3.728
H -3.871 -3.321 1.737
H -1.457 4.453 2.808
H 4.034 -2.047 1.152
H 3.710 4.524 -0.481
H -3.051 0.153 -2.750
H 1.613 0.512 -0.123
H 6.470 -4.173 -1.593
H -0.159 4.925 1.682
H 4.856 -4.533 -2.219
H 4.911 -0.666 -3.472
H 5.463 -3.108 1.048
H -0.529 -5.887 1.811
H 4.773 -0.040 2.063
H -3.521 2.874 2.660
H -4.572 -1.092 2.161
H 6.510 -0.595 -2.087
H -5.948 -1.272 0.093
*
```

The total energy is -6942.3096 hartree. The value obtained for the frontier orbital gap is 6.745 eV. Its max |F| is 0.014 Eh/bohr. The highest occupied orbital energy comes out at -6.77 eV.

Q: max |F| of number 2 (C47H47NO14)?
A: 0.261 Eh/bohr